A molecular structure, C46H46AsBrN2ReS4, computed with ωB97M-V/def2-TZVPD.

Properties
- energy above the lowest of the compared OMol25 structures with the same formula, charge and spin (kJ/mol) = 14.8
- multiplicity = 1
- HOMO energy (alpha / beta) (Ha) = -0.3714 / -0.3714
- HOMO-LUMO gap (alpha / beta) (eV) = 5.20 / 5.19
- total charge = +1

Element x y z (Å)
Re (-0.7826, 1.5044, -1.4467)
C (1.3168, 4.6130, 2.8412)
C (1.5356, 3.2582, 3.5215)
C (2.4722, 2.3846, 2.6846)
C (0.2065, 2.6286, 3.8972)
C (-0.2210, 2.8610, 5.2020)
C (-1.4227, 2.3800, 5.6811)
C (-2.2633, 1.6916, 4.8291)
C (-1.8948, 1.4472, 3.5130)
C (-2.9177, 0.8080, 2.6020)
C (-4.0950, 1.7726, 2.4057)
C (-3.4134, -0.5541, 3.0958)
C (-0.6380, 1.8894, 3.0567)
N (-0.2451, 1.5920, 1.6958)
C (0.0653, 0.2694, 1.2433)
C (0.6820, -0.6191, -0.7674)
N (0.5941, 0.2537, -1.9426)
C (1.0238, -0.1736, -3.2448)
C (2.2424, 0.2309, -3.8210)
C (2.5968, -0.2925, -5.0623)
C (1.7830, -1.1643, -5.7562)
C (0.5694, -1.5288, -5.2054)
C (0.1827, -1.0626, -3.9589)
C (-1.1816, -1.4646, -3.4446)
C (-1.4448, -2.9672, -3.5513)
C (-2.2442, -0.6382, -4.1805)
C (3.1940, 1.2847, -3.2805)
C (3.3947, 1.2938, -1.7698)
C (2.6969, 2.6531, -3.7688)
C (0.9722, -2.1466, -0.8082)
C (1.8585, -2.9690, -1.6551)
C (2.4635, -4.0525, -1.1119)
C (2.4231, -4.4542, 0.2863)
C (1.8640, -3.6296, 1.2040)
C (1.6397, -3.7288, 2.6376)
C (0.8591, -2.9360, 3.4359)
C (0.0786, -1.7066, 3.2051)
C (0.4203, -0.8535, 2.2274)
C (1.1938, -2.4585, 0.6541)
H (2.2726, 5.0838, 2.6089)
H (0.7469, 5.2886, 3.4787)
H (0.7723, 4.4892, 1.9058)
H (2.0493, 3.4576, 4.4645)
H (2.1809, 2.3921, 1.6338)
H (2.4867, 1.3580, 3.0537)
H (3.4835, 2.7873, 2.7405)
H (0.4171, 3.4295, 5.8658)
H (-1.7108, 2.5551, 6.7083)
H (-3.2235, 1.3426, 5.1844)
H (-2.4628, 0.6535, 1.6290)
H (-4.6092, 1.9655, 3.3466)
H (-4.8178, 1.3421, 1.7101)
H (-3.7480, 2.7261, 2.0024)
H (-3.7219, -0.5207, 4.1398)
H (-2.6373, -1.3087, 2.9862)
H (-4.2709, -0.8702, 2.5028)
H (3.5418, 0.0074, -5.4976)
H (2.0814, -1.5356, -6.7268)
H (-0.0925, -2.1882, -5.7502)
H (-1.2449, -1.2204, -2.3886)
H (-1.6241, -3.2796, -4.5794)
H (-2.3265, -3.2277, -2.9638)
H (-0.5964, -3.5291, -3.1587)
H (-2.2564, -0.8767, -5.2439)
H (-2.0295, 0.4316, -4.0804)
H (-3.2371, -0.8365, -3.7738)
H (4.1671, 1.0939, -3.7396)
H (2.5290, 1.7372, -1.2824)
H (4.2696, 1.8942, -1.5179)
H (3.5568, 0.2810, -1.3978)
H (1.6595, 2.7940, -3.4564)
H (2.7337, 2.7128, -4.8560)
H (3.3139, 3.4536, -3.3549)
H (2.0491, -2.6986, -2.6854)
H (3.0583, -4.6766, -1.7668)
H (2.8847, -5.3896, 0.5740)
H (2.0706, -4.6004, 3.1184)
H (0.7437, -3.3010, 4.4517)
H (-0.7223, -1.5199, 3.9085)
Br (-3.3415, 1.0649, -1.1515)
C (-3.1020, -0.7245, -0.4190)
C (-4.1523, -1.6134, -0.3561)
C (-3.8659, -2.9274, 0.0030)
C (-2.5555, -3.3385, 0.1803)
C (-1.5074, -2.4220, 0.0992)
C (-0.1133, -2.8769, -0.0072)
C (1.5882, -1.2126, 1.3926)
C (1.4025, -0.0206, 0.4765)
C (-0.6547, -0.1577, -0.0949)
C (-1.8018, -1.0776, -0.0998)
H (-5.1601, -1.3157, -0.6118)
H (-4.6731, -3.6429, 0.0747)
H (-2.3294, -4.3838, 0.3455)
H (-0.0896, -3.9525, -0.1518)
H (2.5510, -1.3524, 1.8814)
H (2.2039, 0.6978, 0.3728)
S (2.4244, 6.4868, -0.8242)
As (1.7213, 4.6235, -1.2101)
S (-0.5807, 2.6763, 0.4842)
S (-1.1452, 3.3225, -2.8265)
S (-0.1205, 5.0331, -2.4941)

A molecular structure, C17H16ClF5NO5STeZn, computed with ωB97M-V/def2-TZVPD.

Properties
- multiplicity = 1
- HOMO energy (Ha) = -0.2259
- HOMO-LUMO gap (eV) = 7.98
- total charge = -1

Element x y z (Å)
Zn (2.0683, 0.9509, -0.2052)
C (-3.8169, -2.6270, -1.1948)
C (-2.9208, -2.6715, 0.0531)
C (-3.6273, -3.4153, 1.1960)
C (-1.6438, -3.4393, -0.3022)
C (-2.6309, -1.2371, 0.4666)
C (-3.6823, -0.3927, 0.8585)
C (-3.4872, 0.9348, 1.1881)
C (-2.2031, 1.4455, 1.1147)
S (-1.6064, 3.0532, 1.4212)
C (0.0058, 2.5009, 0.9975)
N (0.0666, 1.2504, 0.6847)
C (-1.1328, 0.6159, 0.7305)
C (-1.3492, -0.7221, 0.4212)
C (1.1800, 3.3443, 0.9966)
C (1.1704, 4.6133, 1.5760)
C (2.3293, 5.3631, 1.5977)
C (3.4842, 4.8479, 1.0295)
C (3.4852, 3.5893, 0.4407)
C (2.3408, 2.8075, 0.4102)
H (-3.9996, -3.6358, -1.5602)
H (-3.3144, -2.0624, -1.9778)
H (-4.7782, -2.1583, -0.9892)
H (-3.8084, -4.4475, 0.9058)
H (-4.5823, -2.9619, 1.4480)
H (-3.0017, -3.4138, 2.0858)
H (-1.9048, -4.4413, -0.6374)
H (-0.9884, -3.5265, 0.5615)
H (-1.0963, -2.9571, -1.1064)
H (-4.6901, -0.7826, 0.8990)
H (-4.3125, 1.5653, 1.4853)
H (-0.4937, -1.3087, 0.1326)
H (0.2570, 4.9832, 2.0238)
H (2.3350, 6.3406, 2.0617)
H (4.3964, 5.4253, 1.0547)
H (4.3948, 3.2016, 0.0057)
O (5.9184, -1.3779, -0.3239)
Cl (4.9882, -0.5700, -1.0028)
O (5.6312, 0.3379, -1.8574)
O (4.1704, -1.4815, -1.8035)
O (4.1910, 0.1223, -0.0585)
F (2.3697, -3.0923, -1.9235)
Te (2.0694, -1.1596, -1.9364)
F (2.9211, 0.6182, -2.3203)
F (0.3777, -1.9841, -2.5519)
F (2.4291, -1.2985, -3.8114)
F (0.6480, 0.3201, -2.0909)
O (1.8432, -1.0667, -0.1934)

2 unconnected molecules or ions with the total composition C4H10N4, computed with ωB97M-V/def2-TZVPD.

Properties
- energy above the lowest of the compared OMol25 structures with the same formula, charge and spin (kJ/mol) = 413.6
- multiplicity = 1
- HOMO energy (Ha) = -0.3157
- HOMO-LUMO gap (eV) = 8.62
- total charge = 0

Element x y z (Å)
C (-1.2132, 0.6267, 0.0118)
C (0.3105, -0.7226, 0.4634)
C (0.6400, -1.4413, -0.7627)
N (-0.6673, 1.7590, -0.5976)
C (1.4964, 0.3687, 2.1298)
N (-1.9424, -0.2787, -0.7082)
N (1.2648, 0.2052, 0.8939)
N (-1.6892, -0.4666, -1.9504)
H (-1.6534, 0.8262, 0.9866)
H (-0.2063, -1.2975, 1.2372)
H (0.0396, 1.5659, -1.2961)
H (-0.2903, 2.4217, 0.0636)
H (-1.2184, 0.3542, -2.3831)
H (-0.2983, -1.4459, -1.4772)
H (1.3839, -0.9447, -1.3817)
H (0.8752, -2.4892, -0.5870)
H (0.9950, -0.1994, 2.9222)
H (2.1734, 1.1582, 2.4354)